[1]
The following is a quantum chemistry calculation of an isolated molecule of C7H17NO at a distorted geometry, from the Open Molecules 2025 dataset.

XYZ file:
```
26
Properties=species:S:1:pos:R:3:forces:R:3:lowdin_charge:R:1
C -2.498 0.755 -0.451 -0.249 0.085 0.061 -0.1094
C -1.270 0.308 -1.231 0.707 0.512 0.220 -0.1550
C 0.179 0.628 -0.577 -1.824 -0.485 -0.658 -0.5565
N 0.170 1.956 -0.023 -0.074 -0.075 0.486 0.1069
O 1.094 0.694 -1.653 0.465 -0.824 -0.859 -0.0243
C 0.624 -0.471 0.436 1.910 0.137 1.048 -0.4813
C 0.748 -1.868 -0.206 -0.219 0.213 -0.152 -0.0573
C 2.110 -0.114 0.967 -1.056 -0.095 -0.461 -0.0410
C -0.275 -0.579 1.678 -0.155 0.099 -0.017 -0.0592
H -2.630 0.206 0.481 0.057 0.116 0.008 0.0549
H -2.470 1.825 -0.228 0.090 -0.185 0.071 0.0692
H -3.401 0.581 -1.049 0.137 -0.024 0.026 0.0721
H -1.301 0.814 -2.207 0.283 0.126 0.228 0.1100
H -1.379 -0.749 -1.495 0.315 -0.014 0.267 0.0969
H -0.051 2.610 -0.771 -0.059 -0.143 0.099 0.0949
H 1.115 2.190 0.271 -0.119 -0.041 0.015 0.0773
H 0.983 -0.110 -2.186 0.176 0.304 0.074 0.0936
H 1.133 -2.594 0.518 -0.030 0.240 -0.043 0.0882
H -0.219 -2.249 -0.547 0.058 0.041 0.019 0.0742
H 1.434 -1.866 -1.059 -0.008 -0.012 0.089 0.0818
H 2.110 0.798 1.571 -0.060 -0.088 -0.053 0.0715
H 2.489 -0.922 1.602 -0.228 0.065 -0.099 0.0754
H 2.814 0.015 0.139 -0.212 0.007 0.043 0.0765
H 0.229 -1.132 2.479 0.052 0.028 -0.219 0.0827
H -1.195 -1.126 1.458 -0.008 0.077 -0.034 0.0725
H -0.545 0.400 2.083 0.052 -0.065 -0.158 0.0854
```
Forces are in eV/Å.

Summary:
HOMO-LUMO gap, eV: 10.60
Net charge: 0
Relative energy (zero: lowest compared OMol25 entry of this formula, charge and spin), kcal/mol: 13.8
Structure (SMILES): CC[C@](N)(O)C(C)(C)C



[2]
The following is a quantum chemistry calculation of a cluster of 2 separate species, C7H17NO in total at a distorted geometry, from the Open Molecules 2025 dataset.

XYZ file:
```
26
Properties=species:S:1:pos:R:3:forces:R:3:lowdin_charge:R:1
C -2.769 1.088 -0.496 -1.250 -1.117 -1.317 -0.0889
C -2.071 0.214 0.529 0.465 0.692 -0.481 -0.2144
N -0.856 -0.399 -0.108 -0.095 -1.444 1.386 -0.0704
C 0.211 -0.703 0.952 -2.496 0.228 -1.272 -0.0174
C -1.000 -1.583 -0.866 -0.579 1.283 0.472 -0.5071
C -1.954 -1.737 -2.020 -0.370 -0.664 -0.059 0.0033
O -0.313 -2.531 -0.594 0.557 -1.188 -0.680 0.0529
H -3.035 0.332 -1.238 0.195 0.238 -0.368 0.0295
H -2.225 1.831 -1.072 0.467 0.146 0.570 0.0796
H -3.799 1.421 -0.348 0.291 0.450 1.089 0.0757
H -1.656 0.704 1.398 -0.194 0.690 -0.028 0.0915
H -2.814 -0.470 0.961 0.255 -0.460 -0.364 0.1246
H 1.107 -0.330 0.508 0.884 -0.203 0.658 0.0655
H -0.199 -0.298 1.832 0.549 1.702 1.139 0.0574
H 0.117 -1.731 1.242 0.951 -0.745 -0.523 0.0783
H -2.625 -2.546 -1.720 -0.040 0.029 -0.060 0.0951
H -2.568 -0.943 -2.428 0.390 0.279 0.216 0.0592
H -1.332 -2.165 -2.796 -0.005 -0.008 -0.369 0.0856
C 2.994 1.769 0.500 -0.340 -0.012 -0.406 -0.1692
C 3.932 0.735 1.061 0.120 -1.423 0.883 -0.1824
H 3.173 2.721 0.959 0.288 0.668 0.167 0.0547
H 3.169 1.865 -0.570 0.022 0.146 -0.081 0.0691
H 1.920 1.619 0.613 0.112 -0.466 0.196 0.0447
H 3.847 0.477 2.125 0.081 1.171 0.245 0.0670
H 4.969 0.954 0.816 0.032 0.148 0.180 0.0641
H 3.774 -0.294 0.759 -0.290 -0.142 -1.194 0.0521
```
Forces are in eV/Å.

Summary:
HOMO-LUMO gap, eV: 10.38
Net charge: 0
Relative energy (zero: lowest compared OMol25 entry of this formula, charge and spin), kcal/mol: 55.6
Structure (SMILES): CCN(C)C(C)=O.CC



[3]
The following is a quantum chemistry calculation of a cluster of 3 separate species, C7H17NO2 in total at a distorted geometry, from the Open Molecules 2025 dataset.

XYZ file:
```
27
Properties=species:S:1:pos:R:3:forces:R:3:lowdin_charge:R:1
C 2.427 1.183 -1.298 -0.889 -1.516 -1.086 -0.0147
C 2.388 -0.161 -1.091 0.943 1.113 0.796 -0.1319
C 2.238 -0.775 0.381 0.081 1.759 -3.316 -0.1490
C 0.835 -1.153 0.515 -1.927 -1.605 0.221 -0.3531
C 0.244 -2.192 -0.072 -1.504 -0.027 -0.177 0.0487
C -0.067 -0.268 1.352 0.852 1.132 0.446 -0.1396
C -1.484 -0.887 1.637 0.871 1.758 -0.813 -0.2432
N -2.364 0.106 1.097 -2.192 2.449 2.678 -0.0387
H 2.351 1.904 -0.506 -0.109 0.018 0.526 0.0469
H 2.331 1.643 -2.304 0.597 -0.591 0.600 0.0602
H 2.641 -0.896 -1.906 -0.843 0.846 0.802 0.1103
H 2.369 0.019 1.072 0.946 0.622 0.710 0.0916
H 2.986 -1.523 0.374 0.475 -1.044 0.800 0.1011
H -0.860 -2.329 0.032 1.663 -0.157 -0.595 0.0503
H 0.613 -2.930 -0.734 1.140 -0.386 -0.483 0.0555
H 0.471 -0.015 2.325 -0.579 -0.245 -1.115 0.1278
H -0.205 0.770 0.784 0.298 -2.137 1.380 0.1250
H -1.572 -1.828 1.056 -0.564 0.742 1.908 0.0726
H -1.716 -0.867 2.708 0.448 -0.930 -0.237 0.1195
H -3.065 0.513 1.757 1.013 -0.820 -0.770 0.1038
H -2.809 0.019 0.251 -0.938 -0.998 -2.353 0.0371
O -1.413 2.979 0.030 -0.771 -3.802 -0.665 -0.1513
H -2.159 2.292 0.301 2.286 2.054 -0.570 0.0651
H -0.834 2.340 -0.530 -1.351 2.017 1.291 0.0276
O -1.389 0.859 -2.459 -3.271 2.485 2.574 0.0088
H -0.970 0.485 -3.154 2.481 -2.029 -2.875 -0.0191
H -0.984 0.711 -1.619 0.843 -0.705 0.321 -0.0110
```
Forces are in eV/Å.

Summary:
HOMO-LUMO gap, eV: 9.73
Net charge: 0
Relative energy (zero: lowest compared OMol25 entry of this formula, charge and spin), kcal/mol: 105.3
Structure (SMILES): C=CCC(=C)CCN.O.O



[4]
The following is a quantum chemistry calculation of a cluster of 3 separate species, C7H17NO2 in total at a distorted geometry, from the Open Molecules 2025 dataset.

XYZ file:
```
27
Properties=species:S:1:pos:R:3:forces:R:3:lowdin_charge:R:1
C 1.220 -0.875 -0.646 -2.040 1.315 0.125 -0.1745
C -1.791 -1.140 -0.244 0.414 0.160 0.218 -0.1560
C -1.302 0.615 -1.820 0.430 0.156 0.482 -0.1486
C 1.197 -1.982 -1.581 -1.678 -0.566 -1.102 -0.1033
C 1.992 0.357 -0.992 -0.153 0.051 0.049 -0.0694
N -0.759 -0.464 -1.013 0.802 0.034 0.232 -0.3025
H 1.113 -1.098 0.411 -0.019 0.102 -0.010 0.0974
H -1.795 1.385 -1.208 -0.058 0.157 -0.074 0.0713
H -1.343 -1.931 0.361 -0.064 -0.014 0.011 0.0807
H -2.326 -0.457 0.432 -0.076 -0.051 0.113 0.0733
H -2.547 -1.594 -0.901 0.137 0.056 -0.015 0.0787
H -2.051 0.243 -2.533 0.143 -0.079 0.086 0.0801
H -0.501 1.094 -2.388 -0.033 0.051 -0.070 0.0691
H 1.824 -1.864 -2.462 0.166 -0.054 0.112 0.0754
H 0.058 -1.724 -1.862 2.024 -1.208 -0.175 0.1264
H 1.247 -2.970 -1.133 0.180 0.000 -0.029 0.0743
H 3.056 0.158 -0.818 -0.072 -0.076 0.014 0.0975
H 1.706 1.213 -0.384 0.038 -0.005 0.010 0.0734
H 1.881 0.611 -2.048 -0.025 -0.049 0.010 0.0828
C -0.110 1.807 3.430 0.047 -0.062 -0.024 0.0108
C 0.005 0.805 2.312 -0.064 -0.012 0.004 -0.5768
O -0.348 1.336 1.138 0.024 -0.019 0.020 0.0557
O 0.361 -0.344 2.449 -0.032 0.159 -0.050 0.0735
H -0.339 0.641 0.418 -0.086 -0.010 0.109 0.0504
H 0.425 2.720 3.164 -0.019 -0.022 0.012 0.0865
H 0.289 1.386 4.349 -0.008 -0.001 -0.036 0.0841
H -1.159 2.070 3.569 0.026 -0.011 -0.019 0.0898
```
Forces are in eV/Å.

Summary:
HOMO-LUMO gap, eV: 8.42
Net charge: 0
Relative energy (zero: lowest compared OMol25 entry of this formula, charge and spin), kcal/mol: 83.2